The following is a DFT calculation (the ωB97M-V functional and the def2-TZVPD basis) of a cluster of 18 separate species, C68H182N10O28 in total at a distorted geometry.

Each line ends with the Löwdin charge.
Atoms and positions in Å:
1 C 22.769 -9.783 27.782  -0.087
2 O 21.416 -9.566 28.131  -0.172
3 C 20.803 -8.815 27.154  -0.267
4 C 19.359 -9.133 27.215  -0.181
5 N 18.995 -10.496 26.692  -0.021
6 C 17.854 -10.389 25.727  -0.219
7 C 17.290 -11.762 25.643  -0.215
8 O 16.919 -12.282 26.939  -0.222
9 C 15.803 -11.543 27.523  -0.068
10 H 23.197 -10.446 28.522  0.088
11 H 23.297 -8.862 27.836  0.067
12 H 22.803 -10.113 26.725  0.089
13 H 21.074 -9.187 26.145  0.105
14 H 21.081 -7.762 27.252  0.116
15 H 18.867 -8.377 26.598  0.116
16 H 18.953 -9.074 28.261  0.117
17 H 18.702 -11.163 27.391  0.089
18 H 18.239 -9.915 24.786  0.132
19 H 17.159 -9.681 26.157  0.073
20 H 18.014 -12.519 25.225  0.138
21 H 16.322 -11.845 25.112  0.117
22 H 15.923 -10.446 27.550  0.072
23 H 15.746 -11.950 28.508  0.071
24 H 14.876 -11.766 26.968  0.093
25 C 18.636 -7.164 19.600  -0.061
26 O 19.207 -6.899 20.922  -0.194
27 C 20.230 -5.916 21.017  -0.239
28 C 20.755 -5.788 22.411  -0.231
29 N 21.026 -6.955 23.204  -0.056
30 C 22.140 -7.770 22.632  -0.161
31 C 22.272 -9.060 23.403  -0.225
32 O 21.042 -9.738 23.289  -0.210
33 C 21.120 -11.115 23.610  -0.118
34 H 17.756 -7.796 19.736  0.088
35 H 19.283 -7.630 18.886  0.071
36 H 18.290 -6.231 19.178  0.075
37 H 19.884 -4.956 20.766  0.101
38 H 21.032 -6.134 20.363  0.101
39 H 19.939 -5.310 22.988  0.123
40 H 21.676 -5.197 22.306  0.110
41 H 20.151 -7.493 23.240  0.121
42 H 23.049 -7.176 22.677  0.119
43 H 21.941 -7.966 21.573  0.121
44 H 22.418 -8.834 24.466  0.107
45 H 23.074 -9.710 23.021  0.125
46 H 20.168 -11.429 23.165  0.085
47 H 21.166 -11.445 24.682  0.093
48 H 21.895 -11.638 23.006  0.089
49 C 19.845 -0.482 30.658  -0.122
50 O 19.408 -1.801 30.996  -0.216
51 C 18.984 -1.799 32.390  -0.189
52 C 18.646 -3.259 32.695  -0.199
53 N 19.798 -4.150 32.592  -0.005
54 C 19.981 -4.981 33.791  -0.207
55 C 21.016 -6.026 33.529  -0.281
56 O 20.701 -6.902 32.502  -0.215
57 C 21.347 -8.203 32.739  -0.054
58 H 20.708 -0.104 31.272  0.105
59 H 19.091 0.286 30.751  0.066
60 H 20.180 -0.439 29.613  0.070
61 H 18.076 -1.219 32.469  0.116
62 H 19.807 -1.451 32.987  0.118
63 H 17.847 -3.389 31.987  0.093
64 H 18.213 -3.155 33.692  0.121
65 H 19.643 -4.831 31.906  0.061
66 H 19.055 -5.396 34.131  0.105
67 H 20.356 -4.388 34.643  0.130
68 H 21.176 -6.569 34.480  0.121
69 H 22.017 -5.572 33.295  0.140
70 H 20.923 -8.665 33.653  0.097
71 H 22.398 -8.038 32.686  0.072
72 H 21.131 -8.878 31.863  0.100
73 C 22.244 -0.884 27.665  -0.098
74 O 22.227 0.101 26.665  -0.241
75 C 22.019 1.408 27.186  -0.204
76 C 22.310 2.377 26.077  -0.200
77 N 21.435 2.165 24.943  -0.065
78 C 21.792 2.991 23.827  -0.229
79 C 20.878 2.666 22.652  -0.171
80 O 20.891 1.256 22.314  -0.231
81 C 22.040 0.823 21.697  -0.135
82 H 22.754 -1.748 27.263  0.075
83 H 21.188 -1.158 27.723  0.073
84 H 22.625 -0.508 28.653  0.097
85 H 22.654 1.484 28.072  0.122
86 H 20.951 1.452 27.458  0.123
87 H 23.372 2.382 25.745  0.121
88 H 22.105 3.406 26.476  0.130
89 H 21.511 1.223 24.594  0.090
90 H 22.818 2.923 23.494  0.103
91 H 21.653 4.043 24.216  0.143
92 H 21.228 3.276 21.754  0.135
93 H 19.808 3.014 22.805  0.142
94 H 21.931 -0.057 21.125  0.064
95 H 22.777 0.628 22.519  0.083
96 H 22.388 1.573 20.988  0.097
97 C 18.617 -6.063 29.236  -0.135
98 O 18.541 -5.401 28.035  -0.200
99 C 18.826 -4.037 28.053  -0.194
100 C 18.253 -3.404 26.772  -0.226
101 N 18.521 -2.020 26.724  -0.034
102 C 18.208 -1.380 25.411  -0.165
103 C 19.519 -1.174 24.703  -0.204
104 O 20.201 -2.422 24.561  -0.197
105 C 21.129 -2.400 23.464  -0.081
106 H 19.618 -6.093 29.671  0.099
107 H 18.185 -7.077 29.105  0.074
108 H 17.956 -5.596 29.964  0.073
109 H 19.884 -3.931 28.017  0.094
110 H 18.321 -3.554 28.930  0.132
111 H 17.176 -3.584 26.772  0.109
112 H 18.642 -4.002 25.934  0.123
113 H 18.132 -1.562 27.537  0.097
114 H 17.729 -0.415 25.577  0.088
115 H 17.472 -2.006 24.911  0.105
116 H 20.103 -0.492 25.379  0.116
117 H 19.458 -0.658 23.693  0.117
118 H 21.928 -3.190 23.578  0.074
119 H 21.736 -1.471 23.383  0.084
120 H 20.622 -2.701 22.529  0.085
121 C 12.256 -10.861 35.705  -0.126
122 O 13.449 -10.709 34.973  -0.207
123 C 13.617 -9.319 34.560  -0.192
124 C 14.905 -9.191 33.774  -0.180
125 N 14.899 -9.954 32.484  -0.040
126 C 16.181 -10.183 31.915  -0.238
127 C 16.544 -9.271 30.755  -0.197
128 O 16.456 -7.870 31.024  -0.218
129 C 17.522 -7.326 31.803  -0.107
130 H 11.438 -10.782 35.025  0.074
131 H 12.123 -10.076 36.521  0.106
132 H 12.341 -11.834 36.161  0.082
133 H 13.574 -8.691 35.453  0.115
134 H 12.725 -9.027 33.981  0.129
135 H 15.770 -9.566 34.319  0.105
136 H 15.234 -8.131 33.560  0.116
137 H 14.499 -10.835 32.745  0.094
138 H 16.197 -11.208 31.524  0.126
139 H 16.972 -10.155 32.682  0.113
140 H 15.757 -9.430 30.023  0.115
141 H 17.521 -9.566 30.367  0.119
142 H 17.594 -7.751 32.837  0.101
143 H 17.395 -6.285 31.998  0.062
144 H 18.452 -7.505 31.258  0.069
145 C 24.972 -4.001 22.901  -0.099
146 O 24.652 -2.616 23.075  -0.249
147 C 24.572 -2.377 24.543  -0.150
148 C 24.651 -0.849 24.751  -0.195
149 N 26.048 -0.481 24.450  -0.043
150 C 26.302 0.989 24.432  -0.194
151 C 27.783 1.292 24.353  -0.210
152 O 28.341 0.861 23.080  -0.210
153 C 29.707 1.110 22.912  -0.128
154 H 24.873 -4.197 21.840  0.061
155 H 24.254 -4.688 23.421  0.081
156 H 26.020 -4.182 23.253  0.104
157 H 25.443 -2.783 25.047  0.117
158 H 23.666 -2.882 24.937  0.103
159 H 24.468 -0.504 25.773  0.105
160 H 23.908 -0.317 24.165  0.087
161 H 26.232 -0.860 23.518  0.103
162 H 26.014 1.365 25.410  0.112
163 H 25.837 1.556 23.607  0.122
164 H 28.328 0.747 25.117  0.115
165 H 28.105 2.327 24.510  0.116
166 H 30.286 0.309 23.347  0.080
167 H 29.918 2.078 23.308  0.069
168 H 29.968 1.102 21.825  0.099
169 C 9.988 -10.808 25.514  -0.112
170 O 11.319 -10.561 25.116  -0.182
171 C 11.448 -10.034 23.856  -0.278
172 C 12.879 -9.676 23.534  -0.202
173 N 13.299 -8.615 24.455  -0.057
174 C 14.695 -8.105 24.262  -0.181
175 C 15.035 -7.061 25.297  -0.220
176 O 15.115 -7.742 26.564  -0.207
177 C 15.605 -6.828 27.576  -0.065
178 H 9.403 -11.157 24.654  0.082
179 H 9.469 -9.990 26.102  0.102
180 H 9.981 -11.659 26.255  0.096
181 H 10.834 -9.183 23.678  0.114
182 H 11.042 -10.762 23.179  0.112
183 H 12.948 -9.285 22.512  0.123
184 H 13.538 -10.535 23.588  0.109
185 H 13.079 -8.911 25.415  0.110
186 H 14.678 -7.769 23.261  0.087
187 H 15.419 -8.966 24.284  0.123
188 H 14.257 -6.289 25.314  0.118
189 H 16.027 -6.641 25.139  0.112
190 H 14.748 -6.243 27.951  0.097
191 H 16.426 -6.178 27.260  0.070
192 H 16.013 -7.468 28.347  0.062
193 C 13.408 -2.839 26.940  -0.068
194 O 14.185 -1.719 26.528  -0.203
195 C 13.811 -1.321 25.250  -0.243
196 C 14.485 -0.038 24.838  -0.204
197 N 13.704 1.115 25.198  -0.033
198 C 14.437 2.367 24.990  -0.219
199 C 13.776 3.531 25.629  -0.213
200 O 13.636 3.251 27.013  -0.217
201 C 13.536 4.395 27.817  -0.119
202 H 12.417 -2.561 27.183  0.083
203 H 13.956 -3.265 27.738  0.063
204 H 13.568 -3.527 26.072  0.097
205 H 12.766 -1.337 25.186  0.108
206 H 14.131 -2.086 24.518  0.113
207 H 14.667 -0.110 23.776  0.110
208 H 15.519 0.003 25.268  0.110
209 H 13.469 1.100 26.168  0.091
210 H 14.567 2.473 23.919  0.125
211 H 15.460 2.265 25.323  0.093
212 H 12.757 3.585 25.225  0.128
213 H 14.313 4.513 25.525  0.133
214 H 12.476 4.738 27.947  0.099
215 H 14.184 5.219 27.408  0.097
216 H 13.890 4.113 28.790  0.068
217 C 20.701 3.893 30.068  -0.104
218 O 19.536 3.077 29.781  -0.217
219 C 18.697 3.794 28.885  -0.223
220 C 17.394 3.029 28.820  -0.170
221 N 17.595 1.711 28.169  -0.040
222 C 16.313 1.006 28.014  -0.180
223 C 15.513 0.677 29.279  -0.212
224 O 16.212 -0.235 30.092  -0.165
225 C 15.632 -1.469 30.083  -0.139
226 H 20.506 4.702 30.799  0.084
227 H 21.065 4.394 29.172  0.068
228 H 21.571 3.232 30.482  0.116
229 H 19.206 3.796 27.903  0.123
230 H 18.636 4.797 29.273  0.114
231 H 16.689 3.610 28.231  0.120
232 H 16.965 2.895 29.829  0.122
233 H 18.234 1.135 28.743  0.104
234 H 16.372 0.005 27.590  0.097
235 H 15.688 1.487 27.260  0.093
236 H 14.539 0.310 28.920  0.123
237 H 15.211 1.556 29.840  0.111
238 H 16.161 -2.070 30.877  0.093
239 H 15.809 -1.974 29.113  0.086
240 H 14.566 -1.515 30.225  0.080
241 O 22.286 -2.305 30.613  -0.044
242 H 22.931 -2.921 30.937  0.028
243 H 21.414 -2.595 30.883  0.000
244 O 23.151 -3.944 20.271  -0.035
245 H 23.260 -2.987 20.390  0.010
246 H 22.862 -4.014 19.397  0.007
247 O 24.183 -1.159 20.636  -0.080
248 H 24.545 -1.493 21.509  0.045
249 H 24.933 -0.954 20.037  0.071
250 O 18.362 2.238 25.508  -0.086
251 H 18.355 1.873 26.378  -0.050
252 H 19.339 2.344 25.392  0.013
253 C 13.341 -4.285 32.376  -0.090
254 C 14.433 -5.292 32.188  -0.362
255 O 13.869 -6.502 31.754  -0.046
256 H 12.593 -4.489 31.571  0.091
257 H 13.713 -3.242 32.245  0.070
258 H 12.847 -4.340 33.362  0.076
259 H 15.078 -5.307 33.064  0.108
260 H 15.056 -4.870 31.450  0.081
261 H 14.550 -7.073 31.466  0.023
262 C 17.397 -1.203 21.639  -0.095
263 C 17.357 0.282 21.845  -0.294
264 O 18.232 0.945 20.888  -0.085
265 H 18.405 -1.681 21.669  0.074
266 H 16.961 -1.505 20.694  0.079
267 H 16.817 -1.705 22.467  0.065
268 H 17.603 0.651 22.830  0.095
269 H 16.336 0.562 21.683  0.096
270 H 19.125 0.783 21.213  0.040
271 C 22.633 -5.011 27.493  -0.086
272 C 21.805 -4.930 26.233  -0.297
273 O 22.627 -5.310 25.081  -0.127
274 H 23.542 -4.369 27.409  0.082
275 H 22.861 -6.059 27.705  0.060
276 H 22.049 -4.620 28.345  0.064
277 H 21.404 -3.906 26.077  0.096
278 H 20.966 -5.608 26.403  0.095
279 H 22.058 -5.882 24.501  0.039
280 C 17.155 -4.547 22.243  -0.072
281 C 15.745 -4.417 22.776  -0.310
282 O 14.820 -5.290 22.091  -0.080
283 H 17.491 -5.561 22.446  0.069
284 H 17.780 -3.855 22.759  0.046
285 H 17.189 -4.418 21.134  0.101
286 H 15.402 -3.431 22.697  0.065
287 H 15.701 -4.626 23.845  0.094
288 H 14.035 -5.308 22.666  0.082

total energy	-5353.73713	hartree
ΔE to the lowest compared entry with this formula, charge and spin	0.0	kJ/mol
largest force on an atom	3.25	eV/A